Formula: C59H35Cl4N6O2OsS
Source: the OMol25 dataset
Level of theory: ωB97M-V/def2-TZVPD

```
! RIJCOSX wB97M-V def2-TZVPD def2/J DEFGRID3
* xyz 1 5
Os 0.036 -0.278 -0.262
Cl 6.150 -3.201 6.357
Cl -1.986 5.859 -7.158
Cl 6.279 -2.957 -6.861
Cl -1.613 6.174 6.451
S -3.378 0.512 -0.424
O -4.187 0.094 -1.532
O -2.928 1.869 -0.436
N 0.273 -0.067 1.763
N 0.270 -0.104 -2.281
N -0.205 1.749 -0.289
N -2.079 -0.544 -0.248
N 2.027 -0.810 -0.255
N -0.149 -2.455 -0.265
C 2.321 -1.355 -2.653
C -2.240 3.395 3.660
C -0.070 3.940 -4.243
C -3.775 -2.371 -0.052
C 5.125 -1.209 -5.161
C -1.760 -4.265 -0.190
C 4.098 -3.581 4.648
C -1.444 -2.880 -0.213
C -6.246 0.940 2.330
C -4.076 -3.737 -0.020
C 2.289 -1.375 2.150
C -0.706 3.901 -0.994
C 4.047 -1.747 -0.916
C -3.698 -0.185 2.243
C -0.969 3.185 3.141
C -5.548 0.910 1.133
C -4.406 -0.156 3.435
C -1.627 4.795 -5.846
C 3.299 -3.080 -4.216
C 4.218 -3.442 -5.189
C -0.160 0.496 3.934
C -0.691 2.153 2.098
C 1.068 -0.814 2.593
C -2.471 -1.895 -0.181
C -0.682 2.087 -2.696
C -5.672 0.411 3.480
C -0.699 -5.188 -0.262
C 5.072 -1.376 4.687
C 2.760 -1.227 -1.361
C 0.817 -3.355 -0.312
C 3.236 -1.862 3.195
C -0.465 2.528 -1.412
C -2.441 4.317 4.676
C -2.309 3.071 -4.328
C 4.177 -0.972 3.711
C 3.202 -3.165 3.674
C -0.347 0.855 2.566
C 3.291 -1.790 -3.700
C -3.098 -4.682 -0.098
C -4.280 0.350 1.106
C -0.396 0.768 -3.109
C 1.067 -0.856 -3.095
C 5.029 -2.684 5.148
C 0.586 -4.731 -0.323
C -0.498 2.548 0.799
C 0.681 -0.665 -4.455
C 2.740 -1.256 0.856
C 4.030 -1.772 0.423
C 0.729 -0.545 3.951
C -0.357 4.804 -5.286
C 0.100 3.923 3.649
C -0.727 3.915 0.342
C -1.366 5.034 5.176
C -1.039 3.061 -3.762
C -2.607 3.941 -5.365
C 4.209 -0.859 -4.184
C 5.127 -2.506 -5.655
C -0.238 0.347 -4.464
C -0.091 4.846 4.663
H -3.967 -0.574 4.332
H 2.587 -3.809 -3.850
H -3.067 2.401 -3.940
H 4.822 -2.084 -1.584
H -3.595 3.954 -5.805
H 0.742 5.410 5.059
H -0.891 4.717 -1.673
H 5.799 -0.684 5.090
H 0.920 3.932 -3.804
H -6.219 0.434 4.413
H -5.114 -4.032 0.062
H -0.921 4.747 0.999
H 4.197 0.151 -3.792
H 4.791 -2.134 1.094
H 1.095 3.762 3.249
H -0.580 1.015 4.781
H 0.401 5.472 -5.674
H 1.105 -1.186 -5.297
H -0.918 -6.248 -0.267
H 4.077 -4.597 5.017
H -0.700 0.812 -5.318
H 4.203 0.046 3.343
H 1.833 -2.995 -0.344
H -7.236 1.373 2.367
H 1.171 -1.028 4.807
H -3.430 4.479 5.083
H -5.970 1.311 0.220
H -3.329 -5.739 -0.080
H 1.429 -5.405 -0.376
H 5.833 -0.484 -5.539
H 2.473 -3.863 3.278
H -3.081 2.843 3.261
H -4.601 -1.689 0.003
H -2.717 -0.639 2.188
H 4.233 -4.449 -5.585
*
```

## Properties
LUMO energy (alpha / beta): -3.7 / -5.7 eV
expectation value of S²: 6.04

These are the Mulliken partial charges, in e, on atoms 1 to 99:
1 Os 0.87
2 Cl -0.19
3 Cl -0.20
4 Cl -0.19
5 Cl -0.20
6 S 1.18
7 O -0.68
8 O -0.51
9 N 0.29
10 N 0.31
11 N 0.59
12 N 0.06
13 N 0.88
14 N 0.44
15 C 1.43
16 C 0.19
17 C 0.31
18 C -0.83
19 C -0.98
20 C 1.13
21 C -0.99
22 C -0.09
23 C -0.74
24 C -1.38
25 C 1.39
26 C -1.52
27 C -1.63
28 C 0.34
29 C -1.38
30 C -0.58
31 C -0.81
32 C 0.36
33 C 0.21
34 C -1.03
35 C -1.49
36 C 1.61
37 C 0.27
38 C 0.77
39 C 1.23
40 C -0.66
41 C -0.91
42 C -0.99
43 C 0.11
44 C 0.43
45 C -0.93
46 C 0.66
47 C -0.97
48 C -0.04
49 C 0.24
50 C 0.13
51 C 0.44
52 C -1.06
53 C -0.87
54 C 0.14
55 C 0.18
56 C 0.42
57 C 0.35
58 C -1.62
59 C 0.34
60 C -1.53
61 C 0.13
62 C -1.42
63 C -1.50
64 C -1.05
65 C 0.19
66 C -1.85
67 C 0.34
68 C -0.97
69 C -0.97
70 C 0.19
71 C 0.36
72 C -1.29
73 C -1.00
74 H 0.47
75 H 0.48
76 H 0.55
77 H 0.53
78 H 0.44
79 H 0.42
80 H 0.53
81 H 0.42
82 H 0.49
83 H 0.44
84 H 0.47
85 H 0.53
86 H 0.51
87 H 0.56
88 H 0.53
89 H 0.73
90 H 0.42
91 H 0.66
92 H 0.46
93 H 0.43
94 H 0.69
95 H 0.52
96 H 0.58
97 H 0.45
98 H 0.68
99 H 0.45


Formula: C4H3ClNS
Source: the OMol25 dataset
Level of theory: ωB97M-V/def2-TZVPD

```
! RIJCOSX wB97M-V def2-TZVPD def2/J DEFGRID3
* xyz -1 1
Cl -2.759 -0.890 0.459
S -1.002 1.520 -0.339
N 1.341 0.611 0.434
C -0.110 -1.020 -0.635
C -1.346 -0.310 -0.525
C 0.444 1.477 0.744
C 1.118 -0.497 -0.325
H 1.965 -1.014 -0.559
H 0.591 2.188 1.649
H -0.243 -2.066 -0.903
*
```

## Properties
LUMO energy (alpha / beta): 3.7 / 3.7 eV

Per-atom Mulliken charges, elementary charge units:
1 Cl -0.29
2 S -0.29
3 N -0.65
4 C -0.39
5 C -0.02
6 C -0.07
7 C -0.34
8 H 0.48
9 H 0.32
10 H 0.26


Formula: C4H11NO
Source: the OMol25 dataset
Level of theory: ωB97M-V/def2-TZVPD

```
! RIJCOSX wB97M-V def2-TZVPD def2/J DEFGRID3
* xyz 0 1
O 0.769 -1.262 -0.692
N -0.195 -0.694 1.779
C 0.916 0.957 -1.585
C -0.318 0.270 0.727
C 0.747 0.182 -0.311
C -1.786 0.534 0.228
H -0.170 1.233 1.266
H 0.209 -1.293 -1.465
H 0.422 -1.459 1.564
H -2.305 1.150 0.950
H -0.673 -0.634 2.647
H -2.210 -0.453 0.092
H 0.011 1.248 -2.115
H -1.745 1.001 -0.760
H 1.573 0.402 -2.243
H 1.536 1.883 -1.509
H 1.717 0.257 0.215
*
```

## Properties
LUMO energy: 1.0 eV

Per-atom Mulliken charges, elementary charge units:
1 O -0.58
2 N -0.47
3 C -1.40
4 C 0.50
5 C 0.27
6 C -1.35
7 H 0.11
8 H 0.31
9 H 0.15
10 H 0.36
11 H 0.16
12 H 0.33
13 H 0.33
14 H 0.26
15 H 0.42
16 H 0.35
17 H 0.26


Formula: C15H31ClGaNO5
Source: the OMol25 dataset
Level of theory: ωB97M-V/def2-TZVPD

```
! RIJCOSX wB97M-V def2-TZVPD def2/J DEFGRID3
* xyz -1 2
Ga -1.538 1.058 -2.146
Cl -1.696 3.338 -2.108
O -5.913 3.009 0.391
O 1.408 -2.850 0.831
O 0.476 2.459 -4.469
O 0.704 1.116 -4.010
O -5.069 4.773 -0.739
N 1.926 -1.702 1.035
C -5.872 2.051 -0.701
C 2.187 -1.410 2.481
C 4.669 -1.675 1.888
C 2.967 -1.322 0.022
C -5.327 0.728 -0.179
C -5.201 4.139 0.266
C 2.159 0.101 2.769
C -3.428 0.392 -1.908
C -0.596 0.498 -3.849
C 3.540 -2.036 2.850
C 2.497 -1.821 -1.336
C 3.130 0.197 -0.106
C 4.283 -1.984 0.442
C 1.077 -2.064 3.299
C -3.837 0.500 -0.431
H -6.896 1.942 -1.057
H 4.185 -3.067 0.316
H 3.594 0.665 0.757
H 2.408 -2.904 -1.380
H -0.679 0.580 -0.871
H -3.550 -0.428 0.073
H -4.762 4.433 1.230
H 3.790 -1.732 3.871
H -0.359 -0.571 -3.781
H 3.764 0.399 -0.969
H 1.525 -1.382 -1.561
H 1.236 -1.816 4.351
H -5.523 0.725 0.898
H -5.270 2.481 -1.502
H 2.163 0.668 -0.286
H 3.153 0.546 2.795
H 5.562 -2.244 2.156
H -3.273 1.290 0.081
H 5.067 -1.649 -0.244
H 1.076 -3.144 3.186
H -3.492 -0.654 -2.225
H -1.156 0.656 -4.779
H -0.013 2.854 -3.722
H -5.912 -0.095 -0.601
H 1.700 0.275 3.743
H 3.202 -1.502 -2.105
H -4.109 0.977 -2.536
H 3.419 -3.124 2.859
H 4.938 -0.620 1.990
H 0.102 -1.685 2.993
H 1.564 0.632 2.028
*
```

## Properties
LUMO energy (alpha / beta): 2.6 / 2.6 eV
expectation value of S²: 0.75

Per-atom Mulliken charges, elementary charge units:
1 Ga 0.25
2 Cl -0.58
3 O -0.34
4 O -0.66
5 O -0.39
6 O -0.27
7 O -0.50
8 N 0.69
9 C -0.40
10 C 1.83
11 C -0.42
12 C 1.70
13 C -0.74
14 C 0.17
15 C -1.78
16 C -0.67
17 C -0.52
18 C -1.31
19 C -1.89
20 C -1.62
21 C -1.38
22 C -1.96
23 C -0.74
24 H 0.27
25 H 0.35
26 H 0.34
27 H 0.39
28 H -0.22
29 H 0.30
30 H 0.39
31 H 0.34
32 H 0.25
33 H 0.48
34 H 0.41
35 H 0.47
36 H 0.33
37 H 0.35
38 H 0.21
39 H 0.32
40 H 0.38
41 H 0.28
42 H 0.38
43 H 0.39
44 H 0.39
45 H 0.40
46 H 0.28
47 H 0.35
48 H 0.50
49 H 0.46
50 H 0.35
51 H 0.39
52 H 0.28
53 H 0.45
54 H 0.28


Formula: N2P2S
Source: the OMol25 dataset
Level of theory: ωB97M-V/def2-TZVPD

```
! RIJCOSX wB97M-V def2-TZVPD def2/J DEFGRID3
* xyz 0 1
S -0.239 1.714 0.016
P -1.683 -0.288 -0.013
P 1.726 -0.650 0.006
N -0.708 -1.437 -0.054
N 0.904 0.662 0.044
*
```

## Properties
LUMO energy: -1.0 eV

Per-atom Mulliken charges, elementary charge units:
1 S -0.08
2 P 0.21
3 P 0.27
4 N -0.44
5 N 0.04


Formula: C37H38Cl3O5P3RuS2
Source: the OMol25 dataset
Level of theory: ωB97M-V/def2-TZVPD

```
! RIJCOSX wB97M-V def2-TZVPD def2/J DEFGRID3
* xyz 0 1
Ru 0.395 -0.613 -0.033
Cl -3.858 -3.328 5.288
Cl -4.714 -2.009 0.161
Cl -0.127 -0.573 2.567
S 0.225 -3.191 0.319
S -0.467 -1.196 -2.443
P 2.692 0.106 -0.512
P -0.498 -3.009 -1.545
P 1.480 2.610 -0.284
O -1.426 1.320 -0.591
O -1.920 2.319 -1.465
O -1.900 -3.734 -1.559
O 0.359 -3.977 -2.511
O -2.005 -0.886 0.329
C 0.025 2.605 0.830
C 3.598 -1.504 -0.460
C 4.015 -3.448 0.914
C -2.429 -1.380 1.437
C -1.192 1.951 0.651
C 4.983 1.732 -0.148
C 3.974 0.990 0.447
C 2.915 0.578 -2.281
C 2.772 5.089 -0.190
C -3.731 -3.199 -3.076
C 0.428 5.161 -0.742
C 1.018 2.193 -2.023
C 2.818 6.472 -0.213
C 2.394 -4.749 -3.512
C 0.479 6.540 -0.757
C -4.134 -2.600 2.712
C -2.082 -1.954 3.801
C 4.948 1.414 2.605
C 1.576 4.433 -0.439
C -2.185 1.987 1.620
C -2.589 -4.143 -2.751
C 4.962 -3.889 0.005
C -3.318 -2.578 3.834
C 3.946 0.859 1.832
C -0.739 3.287 3.020
C 5.971 2.310 0.629
C -3.698 -2.003 1.551
C 1.717 -3.626 -2.753
C 1.668 7.196 -0.475
C 5.233 -3.136 -1.125
C 5.967 2.137 2.002
C -1.951 2.646 2.814
C 0.233 3.268 2.042
C -1.665 -1.365 2.628
C 4.560 -1.948 -1.360
C 3.342 -2.264 0.682
C 2.376 1.950 -2.684
H 2.218 -3.453 -1.792
H 5.006 1.865 -1.217
H 1.745 -2.699 -3.338
H -3.128 1.492 1.439
H 4.792 -1.390 -2.255
H -0.553 3.803 3.949
H -1.450 -1.936 4.673
H 3.071 2.742 -2.383
H -1.882 -4.195 -3.584
H 5.485 -4.818 0.177
H 3.384 -4.422 -3.822
H 3.797 -4.025 1.800
H 4.943 1.280 3.677
H 2.585 -1.924 1.386
H -2.137 0.604 -0.455
H 5.986 -3.470 -1.823
H 3.132 0.323 2.303
H -2.963 -5.148 -2.532
H 1.695 8.275 -0.452
H 0.425 1.274 -2.080
H 1.810 -5.004 -4.394
H 6.759 2.561 2.598
H 3.971 0.482 -2.551
H 3.659 4.511 0.036
H -4.411 -3.126 -2.231
H 6.751 2.887 0.153
H 2.343 -0.198 -2.812
H -0.414 7.108 -0.976
H -4.277 -3.572 -3.940
H 2.287 1.992 -3.773
H -5.098 -3.082 2.737
H -0.497 4.643 -0.954
H 2.490 -5.628 -2.879
H -2.710 2.664 3.580
H 0.452 3.003 -2.485
H -3.352 -2.206 -3.308
H 3.747 6.984 -0.008
H 1.178 3.771 2.202
*
```

## Properties
LUMO energy (alpha / beta): -0.9 / -0.9 eV

Per-atom Mulliken charges, elementary charge units:
1 Ru -0.47
2 Cl -0.24
3 Cl -0.26
4 Cl -0.15
5 S -0.47
6 S -0.56
7 P 0.89
8 P 1.32
9 P 0.83
10 O 0.01
11 O -0.64
12 O -0.26
13 O -0.39
14 O 0.07
15 C 1.01
16 C 1.61
17 C -0.88
18 C -1.29
19 C 0.20
20 C -0.70
21 C 1.15
22 C -0.84
23 C -0.22
24 C -0.87
25 C -0.44
26 C -0.34
27 C -0.55
28 C -1.65
29 C -0.74
30 C -0.72
31 C -0.87
32 C -0.77
33 C 0.26
34 C -0.82
35 C -0.33
36 C -0.64
37 C 0.37
38 C -0.37
39 C -0.85
40 C -0.70
41 C 0.58
42 C 0.77
43 C -0.61
44 C -0.78
45 C -0.60
46 C -0.67
47 C -1.17
48 C 0.95
49 C -0.36
50 C -0.49
51 C -1.48
52 H -0.18
53 H 0.28
54 H 0.08
55 H 0.58
56 H 0.26
57 H 0.45
58 H 0.48
59 H 0.26
60 H 0.32
61 H 0.40
62 H 0.39
63 H 0.46
64 H 0.47
65 H 0.39
66 H 0.58
67 H 0.47
68 H 0.25
69 H 0.34
70 H 0.37
71 H -0.15
72 H 0.40
73 H 0.39
74 H 0.75
75 H 0.31
76 H 0.08
77 H 0.47
78 H 0.24
79 H 0.44
80 H 0.41
81 H 0.44
82 H 0.46
83 H 0.42
84 H 0.35
85 H 0.46
86 H 0.90
87 H 0.23
88 H 0.44
89 H 0.47


Formula: C4H11O
Source: the OMol25 dataset
Level of theory: ωB97M-V/def2-TZVPD

```
! RIJCOSX wB97M-V def2-TZVPD def2/J DEFGRID3
* xyz -1 1
O 1.887 -1.670 0.442
C -2.686 0.681 -0.549
C -0.045 0.660 -0.214
C -1.419 -0.156 -0.490
C 3.021 -1.041 0.786
H -2.463 1.770 -0.692
H -0.294 1.723 -0.025
H -1.460 -0.435 -1.439
H -3.608 0.219 -0.864
H -3.092 0.755 0.497
H 0.687 0.323 0.584
H 0.540 0.669 -1.138
H 3.474 -1.417 1.819
H -1.352 -0.942 0.261
H 3.966 -1.205 0.083
H 2.846 0.067 0.941
*
```

## Properties
LUMO energy: 3.8 eV

Per-atom Mulliken charges, elementary charge units:
1 O -0.79
2 C -1.15
3 C -0.70
4 C -0.41
5 C -0.46
6 H 0.30
7 H 0.36
8 H 0.30
9 H 0.37
10 H 0.26
11 H 0.05
12 H 0.22
13 H 0.10
14 H 0.35
15 H 0.10
16 H 0.09